Entry from OMol25: FNO4S in the gas phase (ωB97M-V with the def2-TZVPD basis set).

## Properties
HOMO level (spin up / spin down) (Ha): -0.4056 / -0.4339
Spin multiplicity: 3
Expectation value of S²: 2.01
Energy above the lowest of the compared OMol25 structures with the same formula, charge and spin (kcal per mole): 23.18
HOMO-LUMO gap (spin up / spin down) (eV): 11.648 / 6.079

Atoms and positions in Å:
S1 -0.86 0.11 -0.38
F1 0.95 0.30 1.51
O1 -1.07 -0.86 -1.41
O2 -0.15 1.30 -0.71
O3 1.83 -0.55 -0.25
O4 -1.54 0.18 0.85
N1 0.85 -0.49 0.39

Entry from OMol25: FO5P in the gas phase (ωB97M-V with the def2-TZVPD basis set).

## Properties
HOMO level (spin up / spin down) (Ha): -0.4363 / -0.4468
Spin multiplicity: 1
Energy above the lowest of the compared OMol25 structures with the same formula, charge and spin (kcal per mole): 21.41
HOMO-LUMO gap (spin up / spin down) (eV): 7.684 / 8.817

Atoms and positions in Å:
P1 -0.20 -0.66 -0.18
F1 -0.07 1.19 -1.79
O1 -0.91 0.60 -0.90
O2 0.59 1.30 1.32
O3 0.82 0.15 1.02
O4 -0.86 -1.12 1.09
O5 0.53 -1.64 -1.01

Entry from OMol25: H10N6P2 in the gas phase (ωB97M-V with the def2-TZVPD basis set).

## Properties
HOMO level (Ha): -0.2742
SMILES string: NP(N)N=P(N)(N)N
Spin multiplicity: 1
Energy above the lowest of the compared OMol25 structures with the same formula, charge and spin (kcal per mole): 0.00
HOMO-LUMO gap (eV): 8.358

Atoms and positions in Å:
P1 0.97 -0.30 -0.18
P2 -1.92 -0.17 -0.59
N1 2.01 -1.58 -0.05
N2 -3.16 -0.98 0.29
N3 1.69 0.61 1.07
N4 -1.88 1.27 0.32
N5 1.23 0.84 -1.39
N6 -0.49 -0.89 0.13
H1 2.15 -0.04 1.73
H2 1.88 -2.46 -0.43
H3 -1.63 2.07 -0.21
H4 -2.81 1.49 0.66
H5 1.73 1.58 -0.97
H6 1.12 0.69 -2.38
H7 3.04 -1.56 -0.01
H8 -3.03 -1.97 0.14
H9 -3.02 -0.64 1.22
H10 1.09 1.21 1.56

Entry from OMol25: a molecular structure, H10NaO9S (ωB97M-V with the def2-TZVPD basis set).

## Properties
HOMO level (Ha): -0.0992
Spin multiplicity: 1
Total charge: -1
Energy above the lowest of the compared OMol25 structures with the same formula, charge and spin (kcal per mole): 0.00
HOMO-LUMO gap (eV): 4.334

Atoms and positions in Å:
S1 6.49 -25.05 2.49
Na1 9.66 -26.02 3.13
O1 6.06 -23.73 2.02
O2 6.65 -26.06 1.48
O3 10.97 -23.86 3.77
O4 10.82 -26.22 0.91
O5 8.22 -27.99 1.96
O6 9.09 -27.47 5.20
O7 7.72 -24.87 3.29
O8 11.66 -27.78 3.24
O9 5.43 -25.53 3.41
H1 11.09 -27.13 0.74
H2 7.83 -28.83 2.18
H3 11.18 -23.20 3.10
H4 10.19 -26.03 0.22
H5 7.47 -27.42 1.80
H6 8.20 -27.77 5.03
H7 11.21 -23.45 4.60
H8 12.58 -28.03 3.32
H9 11.47 -27.87 2.30
H10 9.03 -26.95 6.00

Entry from OMol25: 5 unconnected molecules or ions with the total composition H10O5 (ωB97M-V with the def2-TZVPD basis set).

## Properties
HOMO level (Ha): -0.4065
SMILES string: O.O.O.O.O
Spin multiplicity: 1
Energy above the lowest of the compared OMol25 structures with the same formula, charge and spin (kcal per mole): 21.05
HOMO-LUMO gap (eV): 11.314

Atoms and positions in Å:
O1 -1.00 -0.27 1.64
O2 0.84 -0.26 -2.64
O3 0.88 1.19 -0.13
O4 1.45 -0.76 3.50
O5 -1.85 0.68 -2.24
H1 -1.23 -0.74 0.83
H2 -1.27 -0.85 2.36
H3 0.45 0.58 0.48
H4 -2.30 0.44 -3.05
H5 0.33 1.98 -0.07
H6 1.01 -0.25 -1.68
H7 0.95 -0.35 2.78
H8 1.69 -0.46 -3.05
H9 -0.91 0.63 -2.46
H10 0.96 -1.54 3.75

Entry from OMol25: a molecular structure, H10O5 (ωB97M-V with the def2-TZVPD basis set).

## Properties
HOMO level (Ha): -0.3109
Spin multiplicity: 1
Energy above the lowest of the compared OMol25 structures with the same formula, charge and spin (kcal per mole): 126.94
HOMO-LUMO gap (eV): 8.290

Atoms and positions in Å:
O1 -0.58 -2.40 0.80
O2 -1.04 -0.30 0.87
O3 0.62 0.24 -0.56
O4 1.06 2.15 0.56
O5 0.29 -0.74 -2.31
H1 0.57 -0.20 -3.05
H2 -1.91 -0.70 0.98
H3 -0.01 -0.24 -0.02
H4 0.69 1.10 -0.13
H5 -1.50 -2.43 0.55
H6 1.66 2.84 0.28
H7 0.30 -0.15 -1.56
H8 -0.47 -1.55 1.24
H9 1.50 1.75 1.31
H10 -1.18 0.63 1.05

Entry from OMol25: 5 unconnected molecules or ions with the total composition H10O5 (ωB97M-V with the def2-TZVPD basis set).

## Properties
HOMO level (Ha): -0.3891
SMILES string: O.O.O.O.O
Spin multiplicity: 1
Energy above the lowest of the compared OMol25 structures with the same formula, charge and spin (kcal per mole): 27.79
HOMO-LUMO gap (eV): 10.819

Atoms and positions in Å:
O1 -1.60 -0.76 1.71
O2 0.46 2.16 -2.81
O3 -0.74 -1.29 -1.72
O4 1.33 -1.22 2.31
O5 0.43 1.41 -0.01
H1 -0.18 1.77 0.65
H2 0.15 -1.35 -2.09
H3 0.30 1.82 -1.92
H4 0.48 0.47 0.20
H5 -0.64 -1.54 -0.80
H6 0.30 3.11 -2.74
H7 -1.54 -1.62 1.29
H8 1.87 -1.96 2.01
H9 -2.53 -0.53 1.64
H10 1.92 -0.46 2.28

Entry from OMol25: 5 unconnected molecules or ions with the total composition H10O5 (ωB97M-V with the def2-TZVPD basis set).

## Properties
HOMO level (Ha): -0.3823
SMILES string: O.O.O.O.O
Spin multiplicity: 1
Energy above the lowest of the compared OMol25 structures with the same formula, charge and spin (kcal per mole): 32.86
HOMO-LUMO gap (eV): 10.581

Atoms and positions in Å:
O1 5.54 -30.30 -8.81
O2 4.43 -31.88 -3.47
O3 6.60 -29.98 -2.87
O4 8.43 -29.62 -5.14
O5 6.47 -31.44 -5.53
H1 3.79 -32.00 -4.16
H2 7.80 -30.31 -5.24
H3 4.65 -30.43 -9.04
H4 7.42 -30.38 -2.59
H5 5.40 -29.59 -8.23
H6 5.91 -30.10 -2.25
H7 5.79 -31.58 -4.90
H8 6.17 -31.36 -6.39
H9 7.87 -28.86 -5.02
H10 4.54 -30.93 -3.37

Entry from OMol25: 5 unconnected molecules or ions with the total composition H10O5 (ωB97M-V with the def2-TZVPD basis set).

## Properties
HOMO level (Ha): -0.4186
SMILES string: O.O.O.O.O
Spin multiplicity: 1
Energy above the lowest of the compared OMol25 structures with the same formula, charge and spin (kcal per mole): 34.16
HOMO-LUMO gap (eV): 11.963

Atoms and positions in Å:
O1 0.20 0.26 -0.02
O2 2.17 -4.37 -0.44
O3 0.64 4.54 4.07
O4 -4.58 0.44 2.08
O5 0.99 -0.80 -5.16
H1 2.10 -5.29 -0.21
H2 0.77 0.98 -0.28
H3 0.13 -0.77 -5.59
H4 2.93 -4.05 0.04
H5 0.60 -0.52 -0.39
H6 0.00 4.58 3.36
H7 1.23 0.12 -5.05
H8 1.41 5.00 3.73
H9 -4.89 -0.45 2.22
H10 -3.73 0.34 1.65

Entry from OMol25: 5 unconnected molecules or ions with the total composition H10O5 (ωB97M-V with the def2-TZVPD basis set).

## Properties
HOMO level (Ha): -0.4053
SMILES string: O.O.O.O.O
Spin multiplicity: 1
Energy above the lowest of the compared OMol25 structures with the same formula, charge and spin (kcal per mole): 16.28
HOMO-LUMO gap (eV): 11.613

Atoms and positions in Å:
O1 -1.20 0.49 -1.68
O2 1.34 -0.56 -0.51
O3 0.19 1.20 1.26
O4 2.26 -3.20 0.97
O5 -2.40 2.01 0.34
H1 2.74 -3.50 0.21
H2 0.03 0.79 2.11
H3 -2.19 1.39 -0.36
H4 0.78 0.02 0.03
H5 -0.62 1.51 0.81
H6 -0.92 1.15 -2.31
H7 1.66 -2.47 0.79
H8 2.27 -0.34 -0.35
H9 -3.28 1.76 0.67
H10 -0.66 -0.26 -1.96

Entry from OMol25: 5 unconnected molecules or ions with the total composition H10O5 (ωB97M-V with the def2-TZVPD basis set).

## Properties
HOMO level (Ha): -0.4246
SMILES string: O.O.O.O.O
Spin multiplicity: 1
Energy above the lowest of the compared OMol25 structures with the same formula, charge and spin (kcal per mole): 55.62
HOMO-LUMO gap (eV): 12.455

Atoms and positions in Å:
O1 -0.68 -1.49 10.75
O2 -5.77 6.03 -2.11
O3 7.33 1.95 9.13
O4 5.48 -8.26 -7.48
O5 -6.37 2.50 -9.24
H1 5.39 -8.73 -8.32
H2 6.64 1.42 9.64
H3 -7.10 2.40 -9.78
H4 4.88 -8.64 -6.76
H5 7.55 1.16 8.56
H6 -1.15 -1.58 9.96
H7 -4.93 5.70 -1.92
H8 0.23 -1.47 10.47
H9 -5.88 6.55 -2.88
H10 -5.63 2.45 -10.04

Entry from OMol25: 5 unconnected molecules or ions with the total composition H10O5 (ωB97M-V with the def2-TZVPD basis set).

## Properties
HOMO level (Ha): -0.3810
SMILES string: O.O.O.O.O
Spin multiplicity: 1
Energy above the lowest of the compared OMol25 structures with the same formula, charge and spin (kcal per mole): 31.15
HOMO-LUMO gap (eV): 10.134

Atoms and positions in Å:
O1 2.51 0.92 0.15
O2 -3.15 0.37 0.78
O3 -0.67 -0.68 -1.21
O4 1.75 -1.62 1.12
O5 -0.08 1.52 -2.25
H1 -0.46 0.85 -1.68
H2 2.44 -0.02 0.29
H3 -1.52 -1.01 -0.90
H4 -0.04 -0.99 -0.56
H5 2.55 -1.70 1.64
H6 1.04 -1.84 1.72
H7 -2.36 0.86 0.99
H8 -3.24 -0.26 1.50
H9 1.64 1.26 0.34
H10 -0.42 2.34 -1.91